1.
105
Properties=species:S:1:pos:R:3:lowdin_charge:R:1 method="wB97M-V/def2-TZVPD" homo_ev=-7.60 largest_force_ha_per_bohr=0.0099 total_charge=0
Sn 0.498 -0.601 -0.997 1.489
N -3.677 1.349 5.765 0.108
C -2.755 0.631 5.030 -0.307
C -2.833 -0.765 4.968 -0.015
C -1.905 -1.480 4.246 -0.044
C -0.888 -0.807 3.574 -0.288
C -0.789 0.573 3.634 -0.060
C -1.710 1.284 4.373 -0.011
S 0.169 -1.806 2.608 0.701
O 0.736 -2.847 3.416 -0.277
O -0.831 -2.423 1.591 -0.361
N 1.123 -1.045 1.649 -0.179
C 2.057 -0.150 2.106 -0.487
N 2.269 0.013 3.414 0.134
C 3.245 0.845 3.750 -0.112
C 4.016 1.515 2.815 -0.054
C 3.665 1.320 1.489 -0.139
N 2.683 0.510 1.119 0.128
H -4.556 0.895 5.950 0.092
H -3.762 2.327 5.548 0.091
H -3.635 -1.282 5.480 0.115
H -1.976 -2.559 4.195 0.122
H -0.013 1.095 3.097 0.099
H -1.637 2.364 4.423 0.111
H 3.412 0.976 4.814 0.113
H 4.824 2.171 3.101 0.099
H 4.184 1.838 0.690 0.110
O -1.129 0.720 0.695 -0.490
S -2.413 0.436 0.044 0.394
O -3.457 -0.020 0.929 -0.300
O -2.215 -0.400 -1.150 -0.427
C -2.910 2.023 -0.579 -0.267
C -4.237 2.405 -0.459 -0.048
C -4.644 3.638 -0.944 -0.067
C -3.719 4.482 -1.540 -0.068
C -2.392 4.094 -1.654 -0.066
C -1.965 2.858 -1.174 -0.312
P -0.185 2.382 -1.293 1.075
C 0.288 3.243 -2.834 -0.366
C 0.021 2.550 -4.013 -0.131
C 0.229 3.153 -5.244 -0.138
C 0.737 4.441 -5.310 -0.083
C 1.037 5.127 -4.142 -0.079
C 0.808 4.535 -2.909 -0.101
C 0.554 3.381 0.039 -0.352
C 1.923 3.641 0.007 -0.129
C 2.528 4.352 1.031 -0.099
C 1.780 4.776 2.121 -0.085
C 0.424 4.493 2.175 -0.076
C -0.190 3.804 1.137 -0.073
H -4.927 1.727 0.022 0.111
H -5.680 3.940 -0.857 0.105
H -4.026 5.449 -1.916 0.105
H -1.685 4.765 -2.122 0.103
H -0.343 1.530 -3.966 0.101
H 0.015 2.605 -6.152 0.093
H 0.906 4.908 -6.272 0.104
H 1.441 6.130 -4.190 0.103
H 1.027 5.085 -2.002 0.100
H 2.517 3.295 -0.832 0.113
H 3.588 4.571 0.984 0.106
H 2.254 5.322 2.926 0.103
H -0.164 4.817 3.025 0.102
H -1.250 3.590 1.185 0.106
Br 2.400 0.671 -5.660 0.846
C 3.370 -0.274 -4.346 -0.587
C 4.719 -0.569 -4.604 -0.176
C 5.455 -1.292 -3.715 -0.632
Br 7.274 -1.661 -4.109 0.761
C 4.869 -1.762 -2.515 -0.188
C 5.534 -2.547 -1.549 -0.028
C 4.865 -2.959 -0.432 -0.036
C 3.529 -2.566 -0.257 -0.133
N 2.888 -1.829 -1.130 0.050
C 3.517 -1.435 -2.262 -0.155
C 2.722 -0.666 -3.189 -0.426
O 1.465 -0.422 -2.955 -0.328
H 5.165 -0.224 -5.526 0.093
H 6.568 -2.818 -1.709 0.078
H 5.350 -3.562 0.323 0.108
H 2.983 -2.849 0.634 0.106
C -5.401 -5.118 2.006 -0.085
C -5.110 -3.895 1.416 -0.071
C -3.798 -3.562 1.117 -0.075
C -2.759 -4.453 1.405 -0.257
C -3.066 -5.674 2.009 -0.102
C -4.380 -6.008 2.306 -0.089
Si -1.005 -4.029 1.011 0.675
C -0.547 -3.986 -0.782 -0.282
C 0.673 -4.532 -1.188 -0.116
C 1.084 -4.458 -2.513 -0.084
C 0.278 -3.832 -3.449 -0.073
C -0.951 -3.303 -3.070 -0.078
C -1.366 -3.388 -1.750 -0.121
H -6.426 -5.376 2.238 0.102
H -5.904 -3.194 1.194 0.107
H -3.586 -2.586 0.696 0.087
H -2.272 -6.371 2.254 0.096
H -4.605 -6.955 2.778 0.101
H -0.064 -4.911 1.723 0.041
H 1.320 -5.007 -0.458 0.096
H 2.040 -4.872 -2.808 0.108
H 0.606 -3.750 -4.478 0.111
H -1.580 -2.811 -3.800 0.114
H -2.317 -2.954 -1.468 0.095



2.
23
Properties=species:S:1:pos:R:3:lowdin_charge:R:1 method="wB97M-V/def2-TZVPD" homo_ev=-8.94 largest_force_ha_per_bohr=0.0930 total_charge=0 smiles="CC(C)(C)[C@@H]1SCNC1=O"
C 1.783 1.133 -0.704 -0.089
C 0.944 0.009 -0.217 -0.644
C 1.533 -1.385 -0.486 -0.024
C 0.782 0.163 1.300 -0.038
C -0.371 0.151 -0.927 -0.387
S -1.353 1.660 -0.609 0.929
C -2.331 0.898 0.750 -0.438
N -2.501 -0.490 0.384 -0.006
C -1.553 -1.102 -0.431 -0.372
O -1.494 -2.281 -0.757 0.042
H 2.749 1.355 -0.343 0.074
H 1.264 2.094 -0.532 0.066
H 1.914 1.015 -1.792 0.097
H 0.886 -2.181 -0.449 0.037
H 2.221 -1.564 -1.410 0.130
H 2.173 -1.521 0.310 0.051
H 0.206 -0.733 1.451 0.088
H 0.312 1.146 1.425 0.073
H 1.592 0.151 1.954 0.070
H -0.319 0.187 -1.960 0.069
H -3.238 1.447 0.565 0.063
H -1.947 0.920 1.706 0.051
H -3.255 -1.072 0.771 0.159



3.
30
Properties=species:S:1:pos:R:3:lowdin_charge:R:1 method="wB97M-V/def2-TZVPD" homo_ev=-8.33 largest_force_ha_per_bohr=0.1835 total_charge=0 smiles="CCS/C(=N/C)Nc1ccccc1C"
C 0.730 4.688 0.032 -0.211
C -0.543 3.870 0.239 -0.602
S -0.979 2.501 -0.853 0.949
C -0.161 1.091 -0.048 -0.617
N 0.610 1.230 1.019 -0.004
C 1.413 0.131 1.542 -0.126
N -0.228 0.037 -0.913 0.043
C -0.638 -1.183 -0.545 -0.288
C -1.376 -1.133 0.599 -0.024
C -1.502 -2.407 1.412 -0.045
C -0.994 -3.669 0.874 -0.131
C -0.383 -3.640 -0.367 -0.103
C -0.151 -2.411 -1.015 -0.157
C 0.584 -2.546 -2.446 -0.010
H 0.750 5.492 -0.913 0.111
H 1.732 3.920 -0.097 0.123
H 0.912 5.358 0.944 0.071
H -1.217 4.670 -0.007 0.048
H -0.585 3.668 1.280 0.056
H 0.936 -0.392 2.409 0.086
H 2.262 0.661 2.009 0.076
H 1.686 -0.633 0.833 0.066
H -0.382 0.248 -1.749 0.019
H -1.776 -0.353 1.143 0.083
H -1.515 -2.354 2.735 0.172
H -1.013 -4.728 1.322 0.117
H -0.126 -4.534 -1.045 0.124
H 1.374 -1.970 -2.444 0.000
H 0.571 -3.668 -2.851 0.128
H 0.009 -1.946 -3.097 0.046



4.
7
Properties=species:S:1:pos:R:3:lowdin_charge:R:1 method="wB97M-V/def2-TZVPD" homo_ev=-9.91 largest_force_ha_per_bohr=0.0314 total_charge=0 smiles="ClC1=C[SiH2]1"
Cl -2.455 1.399 -2.014 0.571
C -1.264 0.674 -0.986 -0.890
C -0.721 1.105 0.154 -0.268
Si 0.141 -0.401 -0.445 0.642
H -1.150 1.951 0.765 0.076
H 1.602 -0.496 -0.946 -0.057
H -0.349 -1.759 -0.162 -0.073



5.
18
Properties=species:S:1:pos:R:3:lowdin_charge:R:1 method="wB97M-V/def2-TZVPD" homo_ev=-11.17 largest_force_ha_per_bohr=0.0278 total_charge=0 smiles=O.O.O.O.O.O
O -1.939 0.616 -0.388 -0.042
H -1.701 -0.017 -1.081 0.042
H -1.295 1.320 -0.571 0.037
O -0.897 -1.095 1.573 -0.066
H -1.178 -0.453 0.897 0.004
H -1.125 -0.863 2.471 0.061
O 0.259 1.459 2.117 -0.057
H 0.702 0.689 1.747 0.012
H 0.314 2.145 1.443 0.023
O 1.204 -2.060 0.079 -0.071
H 0.421 -1.748 0.572 -0.010
H 1.784 -2.407 0.763 0.047
O 0.917 1.749 -0.867 -0.067
H 1.651 1.340 -0.396 0.044
H 0.740 1.109 -1.584 0.009
O 0.256 -0.563 -2.415 -0.051
H 0.925 -0.864 -3.044 0.071
H 0.483 -1.090 -1.636 0.014



6.
14
Properties=species:S:1:pos:R:3:lowdin_charge:R:1 method="wB97M-V/def2-TZVPD" homo_ev=-7.96 largest_force_ha_per_bohr=0.1049 total_charge=0 smiles=c1cc2c(o1)OCC2
C -2.394 -0.424 0.114 -0.172
C -1.797 0.738 -0.060 -0.014
C -0.316 0.508 -0.208 -0.103
C -0.263 -0.828 -0.196 -0.389
O -1.505 -1.380 -0.019 0.094
O 0.824 -1.536 -0.148 0.034
C 1.919 -0.512 0.122 -0.035
C 1.156 0.884 -0.034 -0.088
H -3.383 -0.672 0.009 0.101
H -2.198 1.781 0.011 0.116
H 2.644 -0.685 -0.673 0.113
H 2.332 -0.838 1.059 0.112
H 1.627 1.536 -0.877 0.130
H 1.357 1.429 0.901 0.100



7.
86
Properties=species:S:1:pos:R:3:lowdin_charge:R:1 method="wB97M-V/def2-TZVPD" homo_ev=-1.88 largest_force_ha_per_bohr=0.0183 total_charge=-2
K 1.171 0.668 -0.659 0.677
O 3.142 3.642 -2.581 -0.041
C 2.307 3.235 -1.750 -0.678
O 1.157 2.776 -1.924 -0.155
C 2.807 3.289 -0.264 -0.185
C 4.155 3.690 -0.030 0.000
C 4.623 3.722 1.243 -0.024
C 3.777 3.320 2.311 -0.167
C 4.200 3.268 3.659 -0.056
C 3.353 2.816 4.631 -0.095
C 2.044 2.404 4.299 -0.079
C 1.606 2.459 3.008 -0.008
C 2.468 2.915 1.984 -0.211
N 2.001 2.935 0.701 0.133
H 4.753 3.945 -0.893 0.108
H 5.643 4.017 1.469 0.108
H 5.216 3.568 3.898 0.105
H 3.688 2.750 5.660 0.091
H 1.392 2.013 5.071 0.099
H 0.616 2.127 2.725 0.104
C -0.218 -0.656 2.676 -0.151
O -0.943 -0.696 1.462 -0.303
Si -1.474 -2.104 0.672 0.266
C -1.744 -3.360 2.074 -0.176
C 0.041 -2.747 -0.258 -0.154
C -2.870 -1.782 -0.361 -0.455
Si -4.352 -1.120 0.411 0.346
C -5.317 0.199 -0.590 -0.192
C -5.675 -2.422 0.830 -0.204
C -4.020 -0.218 2.043 -0.197
Si -3.135 -2.635 -1.922 0.343
C -4.514 -1.853 -2.973 -0.194
C -3.665 -4.458 -1.742 -0.197
C -1.696 -2.737 -3.152 -0.184
H -0.488 -1.480 3.348 0.067
H -0.459 0.276 3.202 0.067
H 0.863 -0.677 2.505 0.065
H -0.808 -3.659 2.559 0.020
H -2.197 -4.251 1.621 0.018
H -2.437 -2.999 2.846 0.017
H 0.903 -2.684 0.418 0.032
H 0.277 -2.162 -1.155 0.014
H -0.071 -3.791 -0.576 0.026
H -4.927 0.386 -1.595 -0.022
H -5.271 1.143 -0.033 0.018
H -6.377 -0.068 -0.698 0.019
H -6.094 -2.857 -0.085 0.008
H -6.504 -1.983 1.402 0.012
H -5.236 -3.237 1.416 0.018
H -3.269 0.568 1.904 0.027
H -3.669 -0.862 2.858 0.019
H -4.968 0.240 2.352 0.016
H -5.498 -1.826 -2.494 0.014
H -4.602 -2.449 -3.891 0.018
H -4.252 -0.826 -3.257 0.010
H -4.565 -4.560 -1.125 0.006
H -2.865 -5.029 -1.254 0.016
H -3.860 -4.916 -2.722 0.012
H -1.199 -1.769 -3.285 -0.005
H -2.118 -3.047 -4.117 0.021
H -0.932 -3.468 -2.872 0.016
Br 4.157 -0.626 -1.726 0.781
C 5.221 0.174 -0.336 -0.556
C 6.396 0.746 -0.821 -0.160
C 7.328 1.282 0.051 -0.110
C 7.090 1.223 1.419 -0.106
C 5.912 0.663 1.877 -0.049
C 4.931 0.145 1.027 -0.131
C 3.605 -0.301 1.709 -0.654
O 3.655 -0.478 2.934 -0.012
O 2.629 -0.369 0.926 -0.222
H 6.565 0.764 -1.889 0.084
H 8.231 1.735 -0.342 0.091
H 7.811 1.625 2.123 0.092
H 5.677 0.617 2.934 0.109
Br 1.110 0.276 -4.642 0.730
C -0.542 0.910 -3.915 -0.745
C -1.330 1.755 -4.681 -0.108
C -2.517 2.181 -4.110 -0.069
C -2.855 1.761 -2.831 -0.062
C -1.983 0.919 -2.161 -0.113
N -0.836 0.495 -2.711 0.007
H -1.018 2.067 -5.667 0.092
H -3.175 2.846 -4.657 0.100
H -3.773 2.069 -2.348 0.093
H -2.206 0.541 -1.167 0.093



8.
114
Properties=species:S:1:pos:R:3:lowdin_spin:R:1 method="wB97M-V/def2-TZVPD" multiplicity=2 homo_ev="-13.16 / -13.16" largest_force_ha_per_bohr=0.0077 total_charge=+2 s_squared=0.759
Ru -0.166 1.200 -0.387 0.760
C -1.768 1.690 5.004 0.000
N -1.249 1.115 3.763 0.000
C -1.348 1.625 2.541 0.001
N -0.542 0.969 1.719 0.006
C 0.022 0.015 2.526 -0.001
N -0.369 0.093 3.769 0.000
C -1.312 3.128 5.153 0.000
C -2.113 4.054 5.810 0.000
C -1.711 5.382 5.909 0.000
C -0.528 5.805 5.324 0.000
C 0.272 4.879 4.660 0.000
C -0.108 3.543 4.602 0.000
C 1.472 5.315 3.946 0.000
N 1.875 6.510 3.702 0.000
N 3.016 6.388 2.915 0.000
C 3.205 5.130 2.739 0.000
O 2.260 4.373 3.367 0.000
C 4.185 4.437 1.904 0.000
C 4.917 5.140 0.950 0.000
C 5.740 4.449 0.078 0.000
C 5.801 3.061 0.119 0.000
C 5.082 2.356 1.076 0.000
C 5.033 0.849 1.066 0.000
N 3.753 0.389 0.487 0.000
C 2.538 0.849 0.734 -0.001
N 1.656 0.190 -0.014 0.006
C 2.423 -0.691 -0.721 0.002
N 3.694 -0.604 -0.428 0.001
C 4.312 3.057 1.997 0.000
H -1.400 1.050 5.804 0.000
H -2.856 1.631 4.995 0.000
H -1.973 2.464 2.296 0.000
H 0.713 -0.733 2.181 0.000
H -3.055 3.742 6.248 0.000
H -2.333 6.092 6.438 0.000
H -0.219 6.841 5.371 0.000
H 0.540 2.838 4.096 0.000
H 4.821 6.217 0.894 0.000
H 6.318 4.991 -0.658 0.000
H 6.415 2.526 -0.596 0.000
H 5.119 0.433 2.070 0.000
H 5.808 0.412 0.443 0.000
H 2.311 1.650 1.417 0.000
H 2.029 -1.380 -1.449 0.000
H 3.791 2.527 2.787 0.000
C 5.266 -0.356 -6.378 0.000
C 4.130 0.211 -5.580 0.000
C 2.861 0.354 -6.139 0.000
C 1.817 0.901 -5.412 0.000
C 2.049 1.303 -4.104 0.000
C 3.306 1.183 -3.523 0.000
C 4.335 0.636 -4.265 0.000
S 0.725 1.935 -3.164 0.005
O -0.292 2.459 -4.026 0.014
O 1.270 2.744 -2.087 0.012
N 0.118 0.658 -2.311 0.035
C -1.138 0.093 -2.421 0.005
C -1.920 -0.255 -3.507 -0.002
C -3.128 -0.868 -3.229 0.007
C -3.536 -1.089 -1.910 -0.002
C -2.727 -0.664 -0.877 0.005
N -1.545 -0.102 -1.143 -0.011
H 4.912 -0.856 -7.278 0.000
H 5.842 -1.069 -5.789 0.000
H 5.947 0.441 -6.683 0.000
H 2.692 0.042 -7.162 0.000
H 0.842 1.035 -5.861 0.000
H 3.471 1.535 -2.513 0.000
H 5.320 0.539 -3.825 0.000
H -1.591 -0.050 -4.515 0.000
H -3.763 -1.184 -4.046 0.000
H -4.470 -1.587 -1.691 0.000
H -2.989 -0.781 0.166 0.000
C 0.353 6.493 0.273 0.001
C -1.139 6.811 0.322 0.000
C -1.761 6.529 1.688 0.000
C -1.868 5.047 2.027 0.003
N -2.996 4.374 1.358 0.004
C -2.966 3.554 0.292 0.013
Se -1.400 3.241 -0.734 0.114
N -4.207 3.118 0.034 0.005
C -4.638 2.319 -1.117 0.003
C -5.369 3.171 -2.150 0.000
C -4.462 4.154 -2.889 0.002
C -3.540 3.476 -3.895 0.003
C -5.078 3.671 0.970 0.001
C -6.451 3.529 1.153 0.001
C -7.004 4.219 2.212 0.000
C -6.224 5.021 3.062 0.001
C -4.863 5.159 2.881 0.000
C -4.308 4.463 1.811 0.001
H 0.762 6.697 -0.716 0.000
H 0.557 5.440 0.489 0.001
H 0.901 7.100 0.996 0.000
H -1.676 6.257 -0.456 0.000
H -1.286 7.867 0.090 0.000
H -2.756 6.977 1.759 0.000
H -1.150 6.997 2.466 0.000
H -2.028 4.903 3.096 0.000
H -0.960 4.514 1.747 0.002
H -5.276 1.522 -0.732 0.000
H -3.746 1.863 -1.542 0.002
H -6.188 3.702 -1.660 0.000
H -5.831 2.486 -2.868 0.000
H -3.873 4.732 -2.167 0.001
H -5.089 4.882 -3.405 0.000
H -2.883 2.739 -3.429 0.002
H -2.891 4.202 -4.385 0.000
H -4.122 2.972 -4.669 0.000
H -7.058 2.916 0.502 0.000
H -8.067 4.145 2.393 0.000
H -6.707 5.548 3.873 0.000
H -4.264 5.783 3.531 0.000



Copy entry 2 word for word.
23
Properties=species:S:1:pos:R:3:lowdin_charge:R:1 method="wB97M-V/def2-TZVPD" homo_ev=-8.94 largest_force_ha_per_bohr=0.0930 total_charge=0 smiles="CC(C)(C)[C@@H]1SCNC1=O"
C 1.783 1.133 -0.704 -0.089
C 0.944 0.009 -0.217 -0.644
C 1.533 -1.385 -0.486 -0.024
C 0.782 0.163 1.300 -0.038
C -0.371 0.151 -0.927 -0.387
S -1.353 1.660 -0.609 0.929
C -2.331 0.898 0.750 -0.438
N -2.501 -0.490 0.384 -0.006
C -1.553 -1.102 -0.431 -0.372
O -1.494 -2.281 -0.757 0.042
H 2.749 1.355 -0.343 0.074
H 1.264 2.094 -0.532 0.066
H 1.914 1.015 -1.792 0.097
H 0.886 -2.181 -0.449 0.037
H 2.221 -1.564 -1.410 0.130
H 2.173 -1.521 0.310 0.051
H 0.206 -0.733 1.451 0.088
H 0.312 1.146 1.425 0.073
H 1.592 0.151 1.954 0.070
H -0.319 0.187 -1.960 0.069
H -3.238 1.447 0.565 0.063
H -1.947 0.920 1.706 0.051
H -3.255 -1.072 0.771 0.159